Record 1
Computed, not measured: one molecule with the formula C5H8O, with ωB97M-V/def2-TZVPD.

Values from the calculation:
LUMO level, eV: 0.94
2S+1: 1
SMILES: C=C(C)CC=O
Charge: 0
Molar mass, Da: 84.118
E_HOMO, eV: -9.47

Geometry as XYZ:
```
14
C5H8O (ωB97M-V/def2-TZVPD)
C -0.316 -1.598 -0.877
C 0.192 -0.283 -0.343
C -0.721 0.404 0.653
C -0.191 1.644 1.346
O 0.933 1.787 1.760
C 1.352 0.224 -0.754
H -0.475 -2.323 -0.068
H 0.401 -2.034 -1.579
H -1.276 -1.484 -1.398
H 1.754 1.155 -0.370
H -0.981 -0.303 1.458
H -1.678 0.656 0.173
H -0.937 2.452 1.505
H 1.943 -0.295 -1.505
```

Record 2
Computed, not measured: C2H6N2O2 as an isolated structure in a non-equilibrium geometry, with ωB97M-V/def2-TZVPD.

Values from the calculation:
LUMO level, eV: 5.38
2S+1: 1
Charge: -2
Molar mass, Da: 90.082
E_HOMO, eV: 1.52

Geometry as XYZ:
```
12
C2H6N2O2 (ωB97M-V/def2-TZVPD)
C 0.002 -2.301 0.146
C 1.371 1.903 -0.078
N 0.880 -1.430 -0.137
N 2.640 1.891 0.116
O 2.209 -1.459 -0.086
O 3.447 0.801 -0.054
H -1.098 -2.051 -0.050
H 0.201 -3.296 0.542
H 2.760 -0.232 0.014
H 0.779 2.753 0.156
H -13.951 2.256 -0.158
H 0.760 1.165 -0.410
```

Record 3
Computed, not measured: a 16-piece molecular cluster, H32O16 overall in a non-equilibrium geometry, with ωB97M-V/def2-TZVPD.

Values from the calculation:
LUMO level, eV: -0.63
2S+1: 1
Charge: 0
Molar mass, Da: 288.240
E_HOMO, eV: -8.73

Geometry as XYZ:
```
48
H32O16 (ωB97M-V/def2-TZVPD)
O -0.526 2.991 -0.333
H -0.580 2.706 0.632
H -1.121 3.729 -0.400
O 2.841 0.450 -1.506
H 3.331 -0.114 -2.031
H 3.232 1.286 -1.682
O 1.186 -2.331 2.363
H 2.077 -2.062 2.234
H 1.370 -3.214 2.613
O -0.814 -2.842 -0.416
H -1.354 -2.679 0.345
H -0.290 -2.031 -0.445
O -2.768 2.252 -2.123
H -2.108 2.389 -1.471
H -2.158 2.053 -2.842
O 0.012 -0.368 -0.292
H 0.624 -0.206 0.404
H 0.013 0.422 -0.784
O -0.448 -0.163 2.639
H -1.002 -0.231 3.469
H 0.162 -0.926 2.728
O -3.555 -0.585 -0.463
H -2.828 -0.584 -1.120
H -4.303 -0.868 -0.939
O -0.466 2.674 2.329
H -1.379 2.677 2.666
H -0.138 1.727 2.410
O 0.303 1.385 -2.407
H 0.836 1.367 -3.219
H 0.799 1.917 -1.829
O 2.038 0.635 3.808
H 2.939 0.394 4.015
H 2.000 0.634 2.864
O -2.206 -1.895 1.491
H -1.604 -1.208 1.733
H -2.762 -1.489 0.811
O 1.025 -1.593 -2.729
H 0.453 -1.328 -3.407
H 1.365 -0.723 -2.389
O -1.964 -0.691 -2.718
H -2.417 -0.320 -3.481
H -1.340 0.017 -2.550
O 1.940 1.086 1.054
H 2.342 0.863 0.224
H 1.892 2.003 1.171
O 2.077 -2.611 -0.137
H 1.865 -2.075 -0.872
H 1.411 -2.525 0.583
```

Record 4
Computed, not measured: one molecule with the formula C4H6ClF in a non-equilibrium geometry, with ωB97M-V/def2-TZVPD.

Values from the calculation:
LUMO level, eV: 1.03
2S+1: 1
SMILES: C=C[C@H](Cl)CF
Charge: 0
Molar mass, Da: 108.543
E_HOMO, eV: -10.19

Geometry as XYZ:
```
12
C4H6ClF (ωB97M-V/def2-TZVPD)
C -1.152 -0.594 0.574
C -0.070 -0.197 -0.436
C 1.145 -1.072 -0.466
C 2.079 -0.801 0.390
H -1.329 0.089 1.500
H -1.034 -1.708 0.722
H -0.505 -0.250 -1.385
H 1.211 -1.825 -1.132
H 3.068 -1.239 0.374
H 1.970 -0.038 1.142
F -2.310 -0.457 -0.112
Cl 0.318 1.474 -0.034
```

Q: Look up the 2S+1 of the second one.
A: 1

Q: Look up the molar mass of the second one.
A: 90.082 Da

Q: Which of these has the highest LUMO level?
A: C2H6N2O2